DFT (wB97M-V/def2-TZVPD) results for a cluster of 10 separate species, C68H81BF4N4O6PS in total at a distorted geometry.

Each atom is followed by the atoms it is bonded to, with distances in Å.
Element x y z (Å)
1 C 4.965 2.273 -0.660  C2 1.523, H32 1.076, H33 1.078, H34 1.075
2 C 4.123 1.674 0.458  C1 1.523, C3 1.529, H35 1.080, H36 1.083
3 C 4.537 0.256 0.853  C2 1.529, C4 1.525, H37 1.081, H38 1.082
4 C 3.932 -0.185 2.181  C3 1.525, C5 1.538, N6 1.480, H39 1.075
5 C 4.694 -1.428 2.670  C4 1.538, H40 1.076, H41 1.082, H42 1.077
6 N 2.502 -0.546 2.068  C4 1.480, C7 1.463, C11 1.287
7 C 2.157 -1.459 0.979  N6 1.463, C8 1.500, H43 1.072, H44 1.073
8 C 1.608 -0.792 -0.247  C7 1.500, O9 1.217, F10 1.331
9 O 1.838 -1.225 -1.361  C8 1.217
10 F 0.872 0.300 -0.047  C8 1.331
11 C 1.595 -0.147 2.889  N6 1.287, N12 1.375, N23 1.433
12 N 0.297 -0.567 2.713  C11 1.375, C13 1.494, B20 1.501
13 C -0.633 0.587 2.521  N12 1.494, C14 1.538, H45 1.076, H46 1.079
14 C -1.875 0.103 1.754  C13 1.538, C15 1.536, H47 1.078, H48 1.078
15 C -3.132 -0.037 2.626  C14 1.536, C16 1.528, H49 1.079, H50 1.080
16 C -4.387 0.184 1.783  C15 1.528, O17 1.438, H51 1.078, H52 1.081
17 O -5.332 -0.873 2.023  C16 1.438, C18 1.373
18 C -6.578 -0.380 2.319  O17 1.373, O19 1.200, H53 1.091
19 O -7.286 0.151 1.509  C18 1.200
20 B -0.146 -1.457 3.838  N12 1.501, N21 1.442, O22 1.379
21 N -0.919 -0.981 4.958  B20 1.442, H54 1.009, H55 1.009
22 O 0.294 -2.763 3.768  B20 1.379, H56 0.960
23 N 1.861 0.720 3.998  C11 1.433, C24 1.443, P28 1.716
24 C 1.992 2.127 3.704  N23 1.443, F25 1.336, F26 1.327, F27 1.330
25 F 2.001 2.299 2.379  C24 1.336
26 F 3.107 2.639 4.209  C24 1.327
27 F 0.955 2.794 4.204  C24 1.330
28 P 2.761 0.097 5.320  N23 1.716, O29 1.577, O30 1.584, S31 1.918
29 O 2.624 -1.447 5.032  P28 1.577, H57 0.963
30 O 4.312 0.388 5.187  P28 1.584, H58 0.969
31 S 2.025 0.626 7.011  P28 1.918
32 H 4.328 2.824 -1.330  C1 1.076
33 H 5.623 2.999 -0.211  C1 1.078
34 H 5.543 1.540 -1.194  C1 1.075
35 H 4.171 2.282 1.349  C2 1.080
36 H 3.077 1.629 0.180  C2 1.083
37 H 5.610 0.250 0.983  C3 1.081
38 H 4.324 -0.436 0.049  C3 1.082
39 H 4.100 0.633 2.859  C4 1.075
40 H 5.625 -1.161 3.138  C5 1.076
41 H 4.955 -1.990 1.783  C5 1.082
42 H 4.083 -2.078 3.274  C5 1.077
43 H 1.524 -2.250 1.331  C7 1.072
44 H 3.073 -1.925 0.672  C7 1.073
45 H -0.185 1.370 1.934  C13 1.076
46 H -0.934 1.021 3.462  C13 1.079
47 H -2.068 0.808 0.961  C14 1.078
48 H -1.653 -0.858 1.322  C14 1.078
49 H -3.088 0.660 3.449  C15 1.079
50 H -3.210 -1.042 3.015  C15 1.080
51 H -4.127 0.159 0.738  C16 1.078
52 H -4.805 1.159 1.991  C16 1.081
53 H -6.856 -0.516 3.366  C18 1.091
54 H -1.871 -1.314 4.950  N21 1.009
55 H -0.483 -1.222 5.836  N21 1.009
56 H 0.025 -3.152 2.933  O22 0.960
57 H 3.154 -1.901 5.696  O29 0.963
58 H 4.550 0.916 5.964  O30 0.969
59 C 4.722 -2.575 -4.303  C60 1.388, C64 1.389, H65 1.083
60 C 5.180 -2.924 -5.565  C59 1.388, C61 1.387, H66 1.082
61 C 4.277 -3.111 -6.602  C60 1.387, C62 1.388, H67 1.082
62 C 2.918 -2.942 -6.379  C61 1.388, C63 1.387, H68 1.082
63 C 2.461 -2.589 -5.118  C62 1.387, C64 1.388, H69 1.082
64 C 3.362 -2.408 -4.078  C59 1.389, C63 1.388, H70 1.080
65 H 5.427 -2.432 -3.493  C59 1.083
66 H 6.240 -3.052 -5.741  C60 1.082
67 H 4.634 -3.389 -7.585  C61 1.082
68 H 2.216 -3.085 -7.189  C62 1.082
69 H 1.401 -2.456 -4.945  C63 1.082
70 H 3.004 -2.139 -3.095  C64 1.080
71 C -7.950 4.045 -0.014  C72 1.388, C76 1.389, H77 1.083
72 C -8.484 4.943 -0.928  C71 1.388, C73 1.387, H78 1.082
73 C -9.595 4.588 -1.679  C72 1.387, C74 1.388, H79 1.082
74 C -10.175 3.339 -1.511  C73 1.388, C75 1.388, H80 1.082
75 C -9.643 2.443 -0.595  C74 1.388, C76 1.387, H81 1.082
76 C -8.527 2.793 0.152  C71 1.389, C75 1.387, H82 1.079
77 H -7.082 4.322 0.571  C71 1.083
78 H -8.035 5.920 -1.054  C72 1.082
79 H -10.010 5.285 -2.396  C73 1.082
80 H -11.045 3.065 -2.095  C74 1.082
81 H -10.097 1.469 -0.464  C75 1.082
82 H -8.112 2.092 0.860  C76 1.079
83 C 7.904 3.834 1.894  C84 1.387, C88 1.388, H89 1.082
84 C 7.315 3.093 2.908  C83 1.387, C85 1.388, H90 1.084
85 C 8.004 2.035 3.483  C84 1.388, C86 1.388, H91 1.084
86 C 9.288 1.731 3.052  C85 1.388, C87 1.387, H92 1.083
87 C 9.882 2.480 2.046  C86 1.387, C88 1.387, H93 1.082
88 C 9.186 3.528 1.461  C83 1.388, C87 1.387, H94 1.082
89 H 7.364 4.655 1.440  C83 1.082
90 H 6.316 3.339 3.247  C84 1.084
91 H 7.543 1.447 4.268  C85 1.084
92 H 9.826 0.907 3.503  C86 1.083
93 H 10.884 2.243 1.714  C87 1.082
94 H 9.642 4.105 0.668  C88 1.082
95 C 1.177 -5.465 1.056  C96 1.387, C100 1.388, H101 1.085
96 C 1.006 -6.814 1.329  C95 1.387, C97 1.387, H102 1.082
97 C 1.373 -7.761 0.383  C96 1.387, C98 1.388, H103 1.081
98 C 1.919 -7.358 -0.828  C97 1.388, C99 1.387, H104 1.081
99 C 2.094 -6.009 -1.098  C98 1.387, C100 1.386, H105 1.083
100 C 1.717 -5.063 -0.157  C95 1.388, C99 1.386, H106 1.084
101 H 0.889 -4.727 1.797  C95 1.085
102 H 0.586 -7.128 2.275  C96 1.082
103 H 1.233 -8.813 0.590  C97 1.081
104 H 2.207 -8.098 -1.562  C98 1.081
105 H 2.519 -5.694 -2.043  C99 1.083
106 H 1.848 -4.009 -0.376  C100 1.084
107 C 9.331 -2.879 -0.673  C108 1.389, C112 1.388, H113 1.082
108 C 8.703 -3.632 0.311  C107 1.389, C109 1.387, H114 1.082
109 C 8.398 -3.054 1.535  C108 1.387, C110 1.388, H115 1.083
110 C 8.715 -1.724 1.774  C109 1.388, C111 1.384, H116 1.084
111 C 9.337 -0.973 0.792  C110 1.384, C112 1.389, H117 1.080
112 C 9.648 -1.549 -0.433  C107 1.388, C111 1.389, H118 1.082
113 H 9.572 -3.328 -1.627  C107 1.082
114 H 8.451 -4.667 0.122  C108 1.082
115 H 7.911 -3.643 2.302  C109 1.083
116 H 8.473 -1.269 2.728  C110 1.084
117 H 9.572 0.064 0.980  C111 1.080
118 H 10.136 -0.961 -1.199  C112 1.082
119 C 6.548 1.296 9.535  C120 1.387, C124 1.388, H125 1.082
120 C 7.906 1.528 9.694  C119 1.387, C121 1.388, H126 1.081
121 C 8.820 0.934 8.834  C120 1.388, C122 1.387, H127 1.082
122 C 8.376 0.112 7.808  C121 1.387, C123 1.388, H128 1.082
123 C 7.017 -0.118 7.646  C122 1.388, C124 1.389, H129 1.084
124 C 6.104 0.470 8.512  C119 1.388, C123 1.389, H130 1.084
125 H 5.837 1.757 10.207  C119 1.082
126 H 8.254 2.172 10.490  C120 1.081
127 H 9.879 1.111 8.963  C121 1.082
128 H 9.089 -0.348 7.137  C122 1.082
129 H 6.671 -0.762 6.845  C123 1.084
130 H 5.044 0.283 8.390  C124 1.084
131 C -2.408 -7.497 -3.498  C132 1.387, C136 1.388, H137 1.082
132 C -1.115 -7.136 -3.145  C131 1.387, C133 1.387, H138 1.083
133 C -0.038 -7.628 -3.867  C132 1.387, C134 1.387, H139 1.082
134 C -0.250 -8.474 -4.945  C133 1.387, C135 1.387, H140 1.082
135 C -1.543 -8.832 -5.300  C134 1.387, C136 1.388, H141 1.082
136 C -2.621 -8.346 -4.574  C131 1.388, C135 1.388, H142 1.082
137 H -3.249 -7.116 -2.934  C131 1.082
138 H -0.946 -6.472 -2.306  C132 1.083
139 H 0.970 -7.349 -3.588  C133 1.082
140 H 0.592 -8.854 -5.510  C134 1.082
141 H -1.710 -9.490 -6.142  C135 1.082
142 H -3.629 -8.629 -4.848  C136 1.082
143 C -11.509 7.359 -4.316  C144 1.387, C148 1.388, H149 1.083
144 C -12.181 8.567 -4.192  C143 1.387, C145 1.388, H150 1.082
145 C -13.566 8.586 -4.110  C144 1.388, C146 1.388, H151 1.082
146 C -14.279 7.396 -4.145  C145 1.388, C147 1.387, H152 1.082
147 C -13.608 6.188 -4.266  C146 1.387, C148 1.387, H153 1.082
148 C -12.224 6.170 -4.356  C143 1.388, C147 1.387, H154 1.083
149 H -10.429 7.344 -4.385  C143 1.083
150 H -11.624 9.494 -4.160  C144 1.082
151 H -14.089 9.528 -4.019  C145 1.082
152 H -15.359 7.411 -4.077  C146 1.082
153 H -14.165 5.260 -4.292  C147 1.082
154 H -11.700 5.227 -4.459  C148 1.083
155 C -11.749 6.121 -9.024  C156 1.388, C160 1.388, H161 1.082
156 C -11.545 5.210 -10.050  C155 1.388, C157 1.388, H162 1.082
157 C -11.889 3.877 -9.874  C156 1.388, C158 1.388, H163 1.082
158 C -12.445 3.458 -8.673  C157 1.388, C159 1.388, H164 1.082
159 C -12.652 4.371 -7.649  C158 1.388, C160 1.387, H165 1.083
160 C -12.301 5.702 -7.822  C155 1.388, C159 1.387, H166 1.081
161 H -11.479 7.160 -9.161  C155 1.082
162 H -11.117 5.538 -10.988  C156 1.082
163 H -11.726 3.165 -10.672  C157 1.082
164 H -12.718 2.420 -8.537  C158 1.082
165 H -13.089 4.045 -6.713  C159 1.083
166 H -12.460 6.411 -7.022  C160 1.081

The calculation puts the LUMO energy at -4.15 eV. The HOMO energy comes out at -0.367 Ha. For the calculated total energy, the calculation gives -4473.9909 hartree. The total charge is +1. The gap between HOMO and LUMO comes out at 5.8 eV. As for the spin multiplicity: 1.

Löwdin population analysis, charges in e, atoms 1 to 6:
1. C -0.0590
2. C -0.2339
3. C -0.1409
4. C -0.2786
5. C -0.0080
6. N 0.1150